# C8H24O4

4 unconnected molecules or ions with the total composition C8H24O4 in a non-equilibrium geometry (ωB97M-V/def2-TZVPD, the Open Molecules 2025 dataset).

ORCA input file:
```
! RIJCOSX wB97M-V def2-TZVPD def2/J DEFGRID3
* xyz 0 1
O 1.27604 -14.34193 -18.79779
O -4.23352 -20.54566 -17.77537
O 2.81987 -9.81068 -21.38969
O 7.56715 -17.77428 -23.87792
C 4.11270 -8.52582 -22.92343
C -3.49113 -22.93798 -17.62255
C 5.59098 -16.76759 -22.87184
C 0.19541 -15.17253 -16.73264
C 6.65819 -16.72609 -23.98334
C 4.18198 -9.53778 -21.80562
C 0.21728 -15.08559 -18.26713
C -3.11963 -21.39422 -17.62645
H 5.05857 -8.06691 -23.21124
H -0.76369 -14.76563 -18.61842
H 3.46892 -7.71058 -22.59325
H 7.14770 -15.75237 -24.00163
H -4.61765 -20.65215 -18.64870
H 4.93073 -17.63480 -22.88327
H 2.72347 -10.61314 -20.87165
H -2.67051 -23.48123 -18.09112
H 2.02158 -14.94161 -18.87616
H -0.50582 -15.94437 -16.41542
H 4.74147 -9.27432 -20.90803
H 6.16746 -16.65142 -24.95376
H -2.60501 -21.15476 -18.55700
H -4.29773 -23.35458 -18.22582
H 3.70060 -8.97175 -23.82865
H 4.50048 -10.46337 -22.28515
H 8.01442 -17.86569 -24.72244
H 1.10961 -15.42343 -16.19468
H 4.93509 -15.94631 -23.16071
H 0.46030 -16.06622 -18.67624
H -3.63335 -23.29476 -16.60246
H -0.23804 -14.27426 -16.29296
H 5.95345 -16.43406 -21.89949
H -2.44072 -21.07690 -16.83495
*
```

**Maximum force**: 2.98 eV/A
**Structure (SMILES)**: CCO.CCO.CCO.CCO
**Frontier orbital gap**: 10.6 eV
**E_LUMO**: 0.5 eV
**ΔE to the lowest compared entry with this formula, charge and spin**: 2.115 eV

These are the Löwdin partial charges, in e, on atoms 1 to 4:
1. O -0.08
2. O -0.10
3. O -0.11
4. O -0.06

=====

# C8H25ClIOP2Sn

A molecular structure, C8H25ClIOP2Sn in a non-equilibrium geometry (ωB97M-V/def2-TZVPD, the Open Molecules 2025 dataset).

ORCA input file:
```
! RIJCOSX wB97M-V def2-TZVPD def2/J DEFGRID3
* xyz 3 1
I -2.84548 -0.21472 -1.54911
Sn 0.08984 -0.07627 -1.39368
Cl 2.66834 -0.22342 -1.82781
P 0.32244 2.31795 -0.22097
P 0.35194 -2.36664 0.07162
O -0.55160 -0.00108 2.27734
C -1.31785 3.10700 0.01218
C 1.34421 2.74413 1.26912
C 1.31863 -2.60034 1.59364
C 1.14056 -3.55840 -1.08085
C -0.22436 -0.02350 -3.48885
C 1.13111 3.38417 -1.47614
C -1.26828 -3.12702 0.48788
C -1.95110 0.12551 2.54922
H 0.53788 -3.68063 -1.98766
H -0.06899 0.23331 3.11685
H 2.33039 2.29038 1.14668
H 2.11559 -3.14798 -1.36704
H -2.13932 0.49030 3.56676
H 1.52233 -3.67992 1.78688
H -2.42972 -0.84981 2.42578
H -1.16771 4.18939 0.06866
H -0.78149 0.85531 -3.75693
H 0.79776 -2.18219 2.47900
H -1.71962 -2.61362 1.33931
H 2.29124 -2.07973 1.49605
H -1.09951 -4.17759 0.73748
H 0.84860 0.02824 -3.77919
H 1.27814 4.39923 -1.09279
H 2.10044 2.93468 -1.70189
H -1.93914 -3.03981 -0.36767
H -0.69606 -0.95746 -3.76048
H 1.45841 3.82865 1.34732
H -2.38155 0.81955 1.82091
H -1.80799 2.74802 0.92460
H -1.95517 2.86245 -0.84348
H 0.53504 3.42522 -2.39090
H 0.88248 2.35467 2.17873
H 1.27958 -4.53806 -0.61054
*
```

**Maximum force**: 2.22 eV/A
**Frontier orbital gap (alpha / beta)**: 6.1 / 4.4 eV
**E_LUMO (alpha / beta)**: -14.0 / -15.7 eV
**ΔE to the lowest compared entry with this formula, charge and spin**: 3.913 eV

These are the Löwdin partial charges, in e, on atoms 1 to 4:
1. I 0.77
2. Sn 0.56
3. Cl 0.42
4. P 0.78

=====

# C8H26ClO10P2Sr

A molecular structure, C8H26ClO10P2Sr in a non-equilibrium geometry (ωB97M-V/def2-TZVPD, the Open Molecules 2025 dataset).

ORCA input file:
```
! RIJCOSX wB97M-V def2-TZVPD def2/J DEFGRID3
* xyz 0 2
Sr 0.10735 -3.04621 3.58217
Cl 0.34916 -2.88218 0.69951
P -0.11932 0.85167 3.55492
P 1.37321 1.16735 -2.99767
O 2.73406 1.47542 -3.46608
O -0.10175 1.32051 1.99222
O 0.88116 -5.34982 -1.36887
O 0.21692 2.01274 -3.79698
O 1.03583 1.77714 4.24638
O 0.98067 -0.38448 -3.21938
O 0.01028 -0.60360 3.85521
O -1.45436 1.55066 4.06291
O -2.33189 -3.06329 -1.27436
O 1.14835 1.46049 -1.35186
C -2.57568 -1.76913 -1.74761
C -0.74409 0.44416 1.00222
C 1.40828 1.89962 5.58994
C -1.56621 2.96475 3.89373
C 1.65346 2.70473 -0.93623
C 1.86022 -1.43174 -2.76186
C 0.29473 -5.02202 -2.62194
C -1.02437 2.46235 -3.20066
H 0.52829 -4.81605 -0.65321
H 2.06276 3.36504 -1.70079
H 2.85013 -1.14214 -2.40929
H 0.86612 -4.20507 -3.06262
H -1.42849 0.96625 0.33356
H -1.35502 -0.39868 1.32548
H 0.31825 -5.85527 -3.32425
H -1.40925 3.53447 4.80964
H 0.82753 3.18459 -0.41117
H 2.11978 -2.03356 -3.63280
H -2.61763 3.24593 3.83401
H -1.73933 2.38706 -4.01996
H 0.95515 1.13402 6.21973
H 1.36501 -1.99386 -1.97009
H -0.73830 -4.74745 -2.40850
H 0.01423 0.00112 0.35665
H -0.98183 3.34453 3.05566
H -3.51105 -1.72069 -2.30513
H 1.13288 2.85171 6.04358
H -1.85123 -1.41759 -2.48225
H 2.48921 1.79065 5.67842
H -1.40336 1.87723 -2.36274
H -2.59194 -1.10765 -0.88142
H -0.88506 3.50558 -2.91719
H 2.51412 2.73478 -0.26806
H -1.66709 -3.02407 -0.58290
*
```

**<S²>**: 0.750
**Maximum force**: 3.01 eV/A
**Frontier orbital gap (alpha / beta)**: 5.1 / 9.1 eV
**E_LUMO (alpha / beta)**: 0.1 / -0.2 eV

These are the Löwdin partial charges, in e, on atoms 1 to 4:
1. Sr 0.85
2. Cl -0.24
3. P 0.49
4. P 0.49

=====

# C8H26ClO9S3

6 unconnected molecules or ions with the total composition C8H26ClO9S3 in a non-equilibrium geometry (ωB97M-V/def2-TZVPD, the Open Molecules 2025 dataset).

ORCA input file:
```
! RIJCOSX wB97M-V def2-TZVPD def2/J DEFGRID3
* xyz 0 2
Cl -19.97771 -18.97956 8.97975
S -18.33572 -20.21826 13.69143
S -23.46484 -16.83209 12.84364
S -15.13732 -17.31240 8.97637
O -24.98898 -16.86087 12.95028
O -20.24169 -23.60127 10.89859
O -18.88991 -19.70794 9.40552
O -16.90939 -19.56178 13.59524
O -20.02690 -17.75059 9.64760
O -14.22836 -16.08451 8.98799
O -25.67500 -20.29170 8.86109
O -19.83765 -18.89047 7.55683
O -21.14075 -19.72012 9.26463
C -20.44836 -23.49726 9.45622
C -23.10322 -16.15696 11.14184
C -18.20405 -21.34469 15.19508
C -16.01791 -17.37695 10.61954
C -22.95957 -18.49948 12.29498
C -18.46448 -21.54838 12.45385
C -16.62678 -16.73269 7.97247
C -24.65266 -21.07508 9.34087
H -22.95802 -19.21263 13.11931
H -15.48087 -17.96470 11.36401
H -17.30265 -17.55243 7.72891
H -20.47266 -22.41643 9.31732
H -17.02122 -17.77675 10.47244
H -24.97039 -21.34694 10.34747
H -20.15949 -24.52361 11.15185
H -17.32831 -21.98554 15.09271
H -18.04788 -22.49968 12.78485
H -23.95456 -16.43971 10.52267
H -18.02804 -21.32186 11.48107
H -21.36233 -23.95086 9.07279
H -19.07128 -21.97373 15.39587
H -18.03717 -20.65435 16.02193
H -17.16803 -15.95785 8.51541
H -24.33394 -21.89514 8.69743
H -22.17841 -16.58503 10.75510
H -23.54767 -18.88965 11.46431
H -23.25668 -15.09319 10.96031
H -25.53304 -20.14692 7.92275
H -23.79063 -20.46406 9.60857
H -16.30297 -16.46345 6.96711
H -19.52745 -21.64192 12.23146
H -19.62955 -23.91370 8.86952
H -16.23662 -16.35460 10.92788
H -21.92177 -18.42945 11.96916
*
```

**<S²>**: 0.757
**Maximum force**: 5.69 eV/A
**Frontier orbital gap (alpha / beta)**: 7.2 / 2.5 eV
**E_LUMO (alpha / beta)**: -1.2 / -5.9 eV

These are the Löwdin partial charges, in e, on atoms 1 to 4:
1. Cl 0.52
2. S 0.86
3. S 0.85
4. S 1.11

=====

# C8H26F6N3O22P2S6Ti

A molecular structure, C8H26F6N3O22P2S6Ti in a non-equilibrium geometry (ωB97M-V/def2-TZVPD, the Open Molecules 2025 dataset).

ORCA input file:
```
! RIJCOSX wB97M-V def2-TZVPD def2/J DEFGRID3
* xyz -1 5
Ti -3.46027 -0.52737 0.87775
S -4.79487 2.54753 1.83279
S -4.89467 -3.35689 0.37383
S -5.71227 1.96450 -0.14491
S -1.68867 0.92935 -1.50281
S -4.58468 -3.45543 2.66001
S -1.13851 -1.32607 -1.75967
P 5.40925 0.07042 -2.27304
P 2.91543 1.26976 2.96149
F -1.53325 -2.78958 -1.24709
F -2.17920 1.59840 -0.19094
F -5.28199 -2.39055 -0.84758
F -5.99452 0.64464 -0.93707
F -4.20200 1.92583 3.21837
F -3.77536 -2.55302 3.75516
O -3.62718 3.27439 1.29814
O 1.48436 1.21849 2.38510
O -5.87853 -3.62201 3.33944
O -3.71574 -4.00913 -0.19336
O -1.66517 -1.47275 -3.11825
O 5.20228 -1.13863 -3.13647
O -4.50056 1.49012 -4.72913
O 5.72727 1.46251 -2.98982
O -2.67558 1.24436 -2.49059
O -5.90249 3.26205 2.54045
O -4.89319 2.71514 -1.08243
O -1.07755 -1.52520 1.77977
O 6.70814 -0.13471 -1.28057
O -6.17093 -4.11299 0.45627
O 0.32101 -1.30537 -1.66813
O 4.26573 0.40276 -1.19008
O 2.98557 1.82588 4.30891
O 3.90533 2.02448 1.94403
O -3.73375 -4.62818 2.65233
O -0.32849 1.46175 -1.62537
O -7.12925 2.40649 0.04966
O 3.37846 -0.29106 3.00727
N -1.87108 -0.58338 -0.70417
N -4.94506 1.21587 1.19634
N -4.57108 -2.33042 1.40874
C 2.89151 0.46539 -1.65185
C 5.57859 2.67450 -2.38718
C 2.93791 -1.25073 2.12158
C 6.92971 -1.18497 -0.42529
C 0.80911 2.32423 1.77564
C -0.86553 -2.92410 1.67061
C 5.36083 1.87865 2.00527
C -4.89540 0.16040 -4.50166
H 5.67500 1.12522 1.28295
H -4.65300 -0.27079 -3.53037
H 1.84810 -1.24914 2.10122
H -0.19262 -3.17576 0.85088
H 5.97911 3.44566 -3.04520
H 1.37477 3.24736 1.90199
H -3.71679 1.52310 -4.17576
H 3.21163 -2.18154 2.61833
H 4.52808 2.89587 -2.19869
H 5.62916 1.39268 2.94332
H 2.27948 0.78336 -0.80780
H 0.88389 2.31503 0.68825
H 2.84014 1.09057 -2.54326
H -1.14489 -1.22573 0.87016
H -4.42836 -0.37485 -5.32839
H -5.94892 -0.05531 -4.67958
H -1.78617 -3.50160 1.75441
H 6.00835 2.82412 -1.39672
H 2.50823 -0.53211 -1.86679
H 6.19721 -1.44433 0.33909
H -0.26850 -3.39097 2.45399
H 7.84876 -0.97028 0.12000
H 3.33047 -0.97259 1.14350
H 7.22302 -2.11028 -0.92114
H -0.21808 2.45341 2.11667
H 5.86803 2.81377 1.76776
*
```

**<S²>**: 6.019
**Maximum force**: 13.19 eV/A
**Frontier orbital gap (alpha / beta)**: 6.1 / 4.6 eV
**E_LUMO (alpha / beta)**: 0.6 / -3.2 eV

These are the Löwdin partial charges, in e, on atoms 1 to 4:
1. Ti 1.08
2. S 0.43
3. S 0.45
4. S 0.53